C36H56GeN5PbSi2Te as an isolated structure, computed with ωB97M-V with the def2-TZVPD basis set.

XYZ file:
```
102
Properties=species:S:1:pos:R:3:lowdin_charge:R:1
Pb 0.756 -0.114 -1.062 1.07
C 2.559 -2.593 -2.794 -0.13
N 1.653 -2.791 -1.662 -0.23
C 0.610 -3.757 -2.014 -0.13
C -0.521 -3.908 -1.021 -0.28
C -1.176 -5.133 -0.951 -0.02
C -2.285 -5.259 -0.133 -0.05
C -2.701 -4.158 0.598 -0.05
C -1.971 -2.987 0.486 -0.16
N -0.898 -2.854 -0.300 0.08
C 2.323 -3.171 -0.426 -0.13
C 3.264 -2.105 0.090 -0.26
C 4.485 -2.461 0.646 0.00
C 5.331 -1.474 1.128 -0.03
C 4.944 -0.148 1.032 -0.03
C 3.716 0.135 0.470 -0.12
N 2.888 -0.818 0.020 -0.01
C 1.876 -1.933 -3.981 -0.27
C 2.229 -2.287 -5.275 -0.01
C 1.605 -1.659 -6.341 -0.04
C 0.638 -0.700 -6.087 -0.04
C 0.348 -0.401 -4.767 -0.12
N 0.947 -0.998 -3.736 0.03
H 3.002 -3.545 -3.119 0.13
H 3.382 -1.945 -2.478 0.13
H 1.053 -4.749 -2.184 0.13
H 0.168 -3.434 -2.957 0.13
H -0.823 -5.976 -1.533 0.12
H -2.811 -6.204 -0.066 0.11
H -3.566 -4.204 1.247 0.11
H -2.261 -2.105 1.050 0.05
H 2.877 -4.115 -0.526 0.14
H 1.542 -3.326 0.324 0.13
H 4.767 -3.506 0.692 0.12
H 6.288 -1.741 1.562 0.12
H 5.582 0.655 1.378 0.12
H 3.365 1.155 0.360 0.06
H 2.986 -3.044 -5.446 0.12
H 1.865 -1.922 -7.360 0.12
H 0.120 -0.194 -6.890 0.11
H -0.400 0.348 -4.518 0.11
C 1.621 -1.291 5.911 -0.18
Si 0.286 -1.114 4.618 0.38
C -0.180 -2.789 3.917 -0.17
C -1.221 -0.304 5.371 -0.19
C 0.922 -0.076 3.180 -0.55
Te -0.646 0.330 1.746 1.17
C -0.890 2.376 2.368 -0.54
Si -2.539 3.134 1.808 0.45
C -2.640 4.920 2.329 -0.17
C -2.582 3.042 -0.087 -0.25
C -3.885 2.094 2.583 -0.18
H 1.259 -1.904 6.744 0.04
H 1.914 -0.316 6.316 0.03
H 2.519 -1.771 5.507 0.03
H -0.779 -3.359 4.634 0.04
H 0.710 -3.385 3.681 0.03
H -0.769 -2.681 2.999 0.00
H -1.645 -0.946 6.150 0.04
H -1.999 -0.138 4.619 0.00
H -0.975 0.658 5.832 0.04
H 1.727 -0.601 2.655 -0.01
H 1.303 0.897 3.499 0.02
H -0.019 2.926 2.018 -0.02
H -0.870 2.338 3.462 0.01
H -1.825 5.511 1.899 0.03
H -2.584 5.005 3.420 0.04
H -3.589 5.360 2.006 0.04
H -1.632 3.449 -0.451 0.07
H -3.370 3.673 -0.520 0.09
H -2.018 1.470 -1.307 0.07
H -3.588 1.784 3.591 0.03
H -4.084 1.193 1.997 0.02
H -4.822 2.654 2.670 0.04
N -2.686 1.653 -0.577 -0.06
C -3.934 1.132 -0.978 -0.28
C -3.952 0.048 -1.860 -0.04
C -5.150 -0.517 -2.259 -0.09
C -6.358 -0.014 -1.787 -0.10
C -6.344 1.060 -0.911 -0.08
C -5.143 1.633 -0.503 -0.05
H -3.009 -0.354 -2.225 0.10
H -5.145 -1.354 -2.948 0.10
H -7.296 -0.454 -2.104 0.10
H -7.277 1.465 -0.537 0.11
H -5.158 2.469 0.186 0.09
C 2.923 4.579 -2.930 -0.23
Ge 2.426 3.532 -1.346 0.71
C 3.967 3.494 -0.126 -0.24
C 1.042 4.589 -0.438 -0.22
C 1.896 1.750 -1.943 -0.53
H 3.206 5.595 -2.638 0.02
H 2.075 4.647 -3.616 0.02
H 3.762 4.125 -3.462 0.02
H 4.313 4.519 0.027 0.03
H 4.796 2.915 -0.542 0.02
H 3.707 3.083 0.855 0.01
H 1.486 5.550 -0.163 0.03
H 0.680 4.114 0.475 -0.02
H 0.188 4.791 -1.092 0.02
H 2.828 1.306 -2.334 -0.03
H 1.289 1.934 -2.842 -0.05
```

Calculated values
Gap between HOMO and LUMO = 7.11 eV
Total charge = +1
Energy above the lowest of the compared OMol25 structures with the same formula, charge and spin = 0.0 kJ/mol
LUMO level = -2.29 eV
HOMO level = -9.400 eV